C31H56Cl2N3O4PtSSi2 as an isolated structure in a non-equilibrium geometry. Source: the OMol25 dataset; level of theory: ωB97M-V/def2-TZVPD.

```
100
Properties=species:S:1:pos:R:3
Pt -1.87437 -0.78059 -0.06229
Cl -3.08233 1.03690 0.91276
C -3.62843 1.98611 -0.47953
C -4.06672 3.25951 -0.17303
C -4.50969 4.08298 -1.19290
C -4.49960 3.60211 -2.49421
C -4.04760 2.31945 -2.76253
Cl -4.06066 1.80531 -4.42921
C -3.58045 1.44287 -1.76441
S -3.01017 -0.17172 -2.10464
H -4.05440 3.59620 0.85653
H -4.84868 5.08836 -0.97755
H -4.83949 4.21874 -3.31666
C 1.27889 -4.80637 0.43920
C 1.09442 -3.37935 -0.06153
C 1.38842 -2.40611 1.07468
C 2.01012 -3.11048 -1.25469
N -0.31662 -3.33980 -0.51947
N -0.76820 -2.08336 -1.03317
H 2.31616 -4.96234 0.74377
H 1.02485 -5.52784 -0.34271
H 0.63831 -4.99596 1.30798
H 2.38460 -2.60354 1.48809
H 0.65605 -2.52796 1.87437
H 1.36808 -1.36710 0.74683
H 3.02937 -3.43487 -1.02456
H 2.05644 -2.04454 -1.50031
H 1.65784 -3.65976 -2.13314
H -0.91689 -3.56525 0.26285
H -1.18116 -2.24575 -1.94289
H 0.00650 -1.33918 -1.15479
C -0.64544 2.99954 -2.24020
C 0.34955 3.41963 -1.16590
C 0.78955 4.85532 -1.39334
C -0.26134 3.27025 0.22594
O 1.53892 2.61845 -1.26411
Si 1.68060 1.01452 -0.84544
O 0.34806 0.18308 -1.03759
O 2.97957 0.46775 -1.72612
C 3.22713 0.57323 -3.12748
C 3.83128 1.93636 -3.44130
C 1.93947 0.35857 -3.92189
C 4.22862 -0.52323 -3.45846
O 2.18799 0.93695 0.73015
C 3.43666 1.22827 1.34596
C 4.42061 0.08005 1.11809
C 4.01835 2.53367 0.81160
C 3.14520 1.35583 2.83529
H -1.57261 3.57629 -2.15388
H -0.87321 1.93515 -2.14788
H -0.21887 3.17370 -3.23442
H -0.06710 5.53452 -1.34738
H 1.26029 4.94827 -2.37548
H 1.51931 5.15230 -0.63455
H -1.14077 3.91306 0.33208
H 0.47136 3.53860 0.99304
H -0.56846 2.23365 0.40031
H 3.16190 2.73097 -3.10737
H 3.99985 2.03828 -4.51748
H 4.78934 2.05000 -2.92484
H 1.21964 1.15969 -3.73012
H 1.46577 -0.58112 -3.62674
H 2.15492 0.33053 -4.99370
H 5.13703 -0.39050 -2.86407
H 4.49504 -0.49958 -4.51938
H 3.80413 -1.50264 -3.22304
H 4.51134 -0.14025 0.05296
H 4.06631 -0.82146 1.62827
H 5.40458 0.34169 1.51719
H 4.23649 2.45693 -0.25765
H 4.94166 2.77940 1.34439
H 3.30328 3.34866 0.94936
H 2.50883 0.52734 3.15478
H 2.62337 2.29368 3.05137
H 4.07207 1.33486 3.41541
C -5.08134 -1.88645 0.80066
Si -3.66414 -2.87579 1.49410
C -3.35826 -4.29629 0.31936
C -4.40420 -3.68046 3.01928
N -2.21258 -1.93068 1.69373
C -1.65949 -1.39701 2.87183
C -0.69190 -0.37067 2.83201
C -0.19321 0.23435 3.97914
C -0.58448 -0.17675 5.24604
C -1.47437 -1.23993 5.32172
C -1.99021 -1.83585 4.17865
H -5.91899 -2.54014 0.52213
H -4.77872 -1.32567 -0.08727
H -5.44346 -1.16690 1.54663
H -4.24683 -4.94045 0.29517
H -2.50965 -4.91686 0.63067
H -3.17629 -3.95231 -0.70615
H -5.31384 -4.19996 2.69420
H -4.69139 -2.94836 3.77758
H -3.74265 -4.41755 3.48707
H -0.29636 -0.04790 1.87932
H 0.52105 1.04358 3.86210
H -0.19417 0.29646 6.13862
H -1.77832 -1.62234 6.29123
H -2.66109 -2.66298 4.30296
```

Properties
ΔE to the lowest compared entry with this formula, charge and spin: 0.4868 eV
total charge: -1
gap between HOMO and LUMO: 6.872 eV
2S+1: 1
HOMO level: -4.38 eV